Record 1
The following is a quantum chemistry calculation of a structure of composition C3H4O2S at a distorted geometry, from the OMol25 dataset.

## Properties
- E_tot: -665.31848 Eh
- Energy above the lowest of the compared OMol25 structures with the same formula, charge and spin: 176.3 kJ/mol
- HOMO level: -9.161 eV

Each line ends with the Löwdin charge.
CARTESIAN COORDINATES (ANGSTROEM)
C: 1.779 0.040 -0.107  -0.96
C: -0.139 0.023 -0.509  -0.25
C: -1.384 -0.082 0.353  0.01
O: 0.950 1.107 -0.260  0.03
O: 0.866 -0.915 -0.247  0.04
S: 3.330 -0.061 0.317  0.74
H: -0.538 0.238 -1.448  0.13
H: -1.164 -0.269 1.340  0.06
H: -1.919 -0.967 0.024  0.11
H: -1.781 0.888 0.536  0.09

Record 2
The following is a quantum chemistry calculation of a cluster of 11 separate species, C11H44O11 in total at a distorted geometry, from the OMol25 dataset.

## Properties
- E_tot: -1272.86380 Eh
- Energy above the lowest of the compared OMol25 structures with the same formula, charge and spin: 387.1 kJ/mol
- SMILES: CO.CO.CO.CO.CO.CO.CO.CO.CO.CO.CO
- HOMO level: -9.381 eV

Each line ends with the Löwdin charge.
CARTESIAN COORDINATES (ANGSTROEM)
C: 1.598 2.022 -2.361  -0.11
O: 0.849 2.707 -1.369  -0.10
H: 1.100 1.091 -2.640  0.07
H: 2.561 1.767 -2.139  0.04
H: 1.688 2.599 -3.314  0.11
H: 1.262 3.561 -1.199  0.12
C: 3.539 -0.874 -2.122  -0.17
O: 2.367 -1.476 -1.737  -0.10
H: 4.345 -1.419 -2.451  0.05
H: 3.979 -0.331 -1.294  0.08
H: 3.299 -0.308 -3.018  0.07
H: 2.326 -1.752 -0.848  0.00
C: -1.253 -0.701 -0.310  -0.16
O: -0.334 -1.578 -0.861  -0.11
H: -0.986 0.327 -0.476  0.05
H: -1.522 -0.918 0.707  0.07
H: -2.179 -0.757 -0.918  0.09
H: -0.145 -1.349 -1.761  0.03
C: 2.536 -3.680 0.232  -0.13
O: 3.415 -2.714 0.784  -0.11
H: 2.813 -4.620 0.587  0.08
H: 2.529 -3.697 -0.835  0.07
H: 1.481 -3.415 0.364  0.09
H: 4.242 -2.844 0.292  0.11
C: -3.010 -0.191 4.664  -0.17
O: -3.484 0.363 3.485  -0.14
H: -2.160 -0.806 4.420  0.06
H: -3.769 -0.825 5.101  0.07
H: -2.782 0.654 5.346  0.09
H: -2.721 0.615 2.951  0.01
C: 1.903 0.486 0.662  -0.13
O: 1.807 -0.414 1.767  -0.11
H: 1.281 0.291 -0.191  0.05
H: 2.929 0.535 0.321  0.08
H: 1.629 1.452 0.988  0.07
H: 2.136 -1.283 1.468  0.05
C: -1.102 2.074 2.532  -0.13
O: -0.768 0.698 2.601  -0.14
H: -1.127 2.397 1.520  0.05
H: -0.187 2.500 2.910  0.08
H: -1.978 2.461 3.060  0.10
H: 0.111 0.530 2.218  0.04
C: 0.817 -1.282 -4.599  -0.13
O: -0.210 -0.601 -3.880  -0.12
H: 1.780 -0.924 -4.390  0.04
H: 0.723 -1.128 -5.630  0.07
H: 0.858 -2.326 -4.328  0.10
H: -0.219 0.309 -4.219  0.07
C: -2.182 2.245 -2.433  -0.21
O: -1.669 2.429 -1.225  -0.14
H: -2.949 1.445 -2.546  0.11
H: -1.348 2.037 -3.070  0.05
H: -2.434 3.241 -2.883  0.10
H: -0.758 2.724 -1.296  0.02
C: -3.871 2.435 0.763  -0.15
O: -3.209 3.650 1.139  -0.15
H: -3.289 1.572 0.924  0.04
H: -4.102 2.455 -0.291  0.07
H: -4.765 2.275 1.385  0.10
H: -2.422 3.764 0.552  0.07
C: -0.099 -3.115 2.690  -0.13
O: 1.150 -2.826 3.304  -0.08
H: -0.264 -2.576 1.747  0.07
H: -0.902 -2.917 3.365  0.07
H: -0.087 -4.137 2.559  0.06
H: 1.235 -1.926 3.226  0.00

Record 3
The following is a quantum chemistry calculation of a structure of composition C21H30NO5ReS, from the OMol25 dataset.

## Properties
- Multiplicity: 4
- E_tot: -1725.39007 Eh
- Energy above the lowest of the compared OMol25 structures with the same formula, charge and spin: 0.0 kJ/mol
- Charge: +1
- HOMO level (alpha / beta): -9.540 / -10.646 eV
- <S²>: 3.78

Each line ends with the Löwdin spin population.
CARTESIAN COORDINATES (ANGSTROEM)
Re: -0.743 0.443 0.687  2.17
C: -1.342 3.239 -1.197  0.01
O: -1.872 1.989 -0.751  0.03
C: -3.225 2.062 -0.278  0.01
C: -3.264 2.757 1.064  0.00
O: -2.264 2.136 1.866  0.04
C: -1.569 2.994 2.767  0.00
C: -0.250 2.326 3.060  0.01
O: 0.384 1.953 1.819  0.03
C: 1.203 2.976 1.230  0.00
H: -2.024 3.689 -1.920  0.00
H: -0.387 3.031 -1.671  0.00
H: -1.193 3.926 -0.362  0.00
H: -3.559 1.029 -0.200  0.00
H: -3.851 2.582 -1.006  0.00
H: -4.251 2.656 1.521  0.00
H: -3.040 3.823 0.964  0.00
H: -2.131 3.144 3.692  0.00
H: -1.424 3.969 2.288  0.00
H: -0.393 1.392 3.598  0.01
H: 0.411 2.983 3.626  0.00
H: 1.972 3.260 1.946  0.00
H: 0.606 3.847 0.959  0.00
H: 1.665 2.548 0.345  0.00
S: -0.472 -0.915 2.376  0.44
O: -2.423 -2.267 -1.939  0.02
C: -1.756 -1.870 -0.993  0.02
O: -1.931 -0.728 -0.428  0.05
C: -0.693 -2.816 -0.438  0.01
N: -0.374 -3.750 -1.589  0.00
C: -0.415 -5.155 -1.074  0.00
C: -1.542 -5.075 -0.059  0.00
C: -1.264 -3.747 0.655  0.01
H: 0.198 -2.282 -0.121  0.00
H: 0.489 -3.505 -2.070  0.00
H: -1.181 -3.560 -2.225  0.00
H: 0.540 -5.364 -0.594  0.00
H: -0.568 -5.843 -1.902  0.00
H: -1.533 -5.923 0.621  0.00
H: -2.506 -5.054 -0.570  0.00
H: -0.521 -3.874 1.440  0.00
H: -2.146 -3.314 1.118  0.00
C: 4.972 -0.324 0.160  -0.01
C: 4.038 -0.335 1.219  0.01
C: 2.707 -0.148 0.977  -0.01
C: 2.220 0.047 -0.342  0.01
C: 0.826 0.246 -0.645  -0.02
C: 0.455 0.374 -1.972  0.07
C: 1.401 0.362 -3.025  0.00
C: 2.726 0.218 -2.743  0.05
C: 3.164 0.049 -1.403  0.00
C: 4.541 -0.134 -1.119  0.01
H: 6.026 -0.462 0.366  0.00
H: 4.381 -0.497 2.233  0.00
H: 1.999 -0.157 1.795  0.01
H: -0.593 0.469 -2.231  0.00
H: 1.065 0.474 -4.048  0.00
H: 3.464 0.227 -3.536  0.00
H: 5.246 -0.121 -1.942  0.00

Record 4
The following is a quantum chemistry calculation of a cluster of 19 separate species, C82H87Cl16N11O22 in total at a distorted geometry, from the OMol25 dataset.

## Properties
- E_tot: -12796.32916 Eh
- HOMO level: -9.385 eV

Each line ends with the Löwdin charge.
CARTESIAN COORDINATES (ANGSTROEM)
Cl: 6.694 0.606 1.957  0.62
C: 5.599 -0.325 0.965  -0.66
C: 6.359 -1.599 0.385  -0.60
Cl: 5.569 -2.708 -0.823  0.54
H: 5.419 0.268 0.068  0.06
H: 4.706 -0.510 1.562  0.04
H: 6.559 -2.148 1.305  0.05
H: 7.274 -1.284 -0.118  0.06
Cl: -3.363 3.863 0.233  0.62
C: -4.466 4.578 1.398  -0.63
C: -4.849 3.494 2.383  -0.71
Cl: -5.881 4.057 3.696  0.58
H: -5.353 4.926 0.869  0.07
H: -3.964 5.353 1.978  0.08
H: -4.012 2.972 2.847  0.04
H: -5.448 2.679 1.976  0.04
Cl: 1.432 8.693 8.294  0.49
C: 2.341 7.123 8.545  -0.60
C: 3.062 6.494 7.258  -0.64
Cl: 1.900 5.950 6.025  0.54
H: 1.664 6.356 8.922  0.06
H: 3.066 7.322 9.335  0.06
H: 3.766 5.680 7.434  0.05
H: 3.701 7.304 6.908  0.06
Cl: -4.908 5.696 -2.179  0.55
C: -4.675 3.984 -2.654  -0.68
C: -5.229 3.832 -4.064  -0.61
Cl: -5.409 2.077 -4.549  0.53
H: -5.031 3.331 -1.857  0.01
H: -3.595 3.835 -2.633  0.05
H: -4.576 4.183 -4.863  0.06
H: -6.162 4.382 -4.184  0.06
Cl: -5.114 0.649 -0.338  0.54
C: -6.673 0.385 -1.255  -0.58
C: -6.629 -1.048 -1.767  -0.67
Cl: -5.193 -1.432 -2.724  0.54
H: -6.953 1.111 -2.018  0.06
H: -7.451 0.589 -0.519  0.07
H: -7.505 -1.140 -2.410  0.08
H: -6.665 -1.790 -0.969  0.05
Cl: -2.820 2.383 8.112  0.49
C: -4.138 3.086 7.040  -0.64
C: -4.581 4.419 7.574  -0.63
Cl: -5.302 4.120 9.206  0.52
H: -4.915 2.328 7.143  0.04
H: -3.729 3.103 6.030  0.06
H: -5.323 4.946 6.975  0.06
H: -3.798 5.168 7.698  0.07
Cl: 0.053 9.020 -0.750  0.50
C: -0.660 8.293 0.783  -0.62
C: 0.268 7.189 1.336  -0.60
Cl: 1.778 8.034 1.936  0.50
H: -1.628 7.802 0.683  0.06
H: -0.967 9.033 1.522  0.07
H: 0.559 6.476 0.565  0.04
H: -0.086 6.555 2.149  0.07
Cl: 5.321 1.089 5.880  0.63
C: 3.750 1.394 5.224  -0.71
C: 2.642 1.423 6.290  -0.60
Cl: 1.093 1.490 5.378  0.58
H: 3.581 0.566 4.535  0.04
H: 3.759 2.282 4.591  0.06
H: 2.641 2.257 6.992  0.06
H: 2.772 0.554 6.936  0.07
C: -4.590 -0.194 5.976  -0.07
C: -3.682 -1.264 6.121  -0.07
C: -4.053 -2.543 6.563  0.01
C: -5.396 -2.811 6.839  -0.12
C: -6.350 -1.754 6.717  0.00
C: -5.935 -0.472 6.367  -0.07
N: -5.790 -4.168 7.263  -0.38
O: -4.971 -5.030 7.239  0.09
O: -6.937 -4.336 7.624  0.08
H: -4.137 0.739 5.673  0.08
H: -2.635 -1.015 6.028  0.11
H: -3.281 -3.297 6.518  0.11
H: -7.410 -1.936 6.811  0.11
H: -6.761 0.190 6.152  0.10
C: -1.335 -4.974 -4.547  -0.05
C: -1.225 -5.961 -5.576  -0.06
C: -1.801 -5.676 -6.791  -0.01
C: -2.547 -4.491 -6.987  -0.14
C: -2.635 -3.570 -6.014  -0.04
C: -2.103 -3.815 -4.767  -0.06
N: -3.031 -4.229 -8.371  -0.34
O: -3.891 -3.342 -8.475  0.05
O: -2.523 -4.791 -9.288  0.10
H: -0.893 -5.183 -3.584  0.08
H: -0.632 -6.857 -5.468  0.11
H: -1.698 -6.379 -7.605  0.12
H: -3.396 -2.817 -6.156  0.12
H: -2.245 -3.123 -3.950  0.10
C: 3.241 -6.323 -6.154  -0.12
C: 3.673 -6.358 -4.890  -0.05
C: 3.174 -5.422 -3.937  0.00
C: 2.239 -4.501 -4.299  -0.12
C: 1.807 -4.572 -5.639  -0.02
C: 2.222 -5.562 -6.527  -0.08
N: 1.714 -3.464 -3.313  -0.29
O: 0.624 -2.960 -3.640  0.05
O: 2.392 -3.257 -2.322  0.04
H: 3.582 -6.954 -6.962  0.12
H: 4.270 -7.132 -4.429  0.11
H: 3.536 -5.382 -2.920  0.11
H: 1.074 -3.818 -5.886  0.11
H: 1.792 -5.545 -7.518  0.13
C: 7.309 -1.843 -4.889  -0.03
C: 5.977 -1.502 -4.549  -0.05
C: 4.966 -1.810 -5.483  0.02
C: 5.324 -2.374 -6.715  -0.15
C: 6.598 -2.741 -7.051  -0.04
C: 7.567 -2.395 -6.202  -0.08
N: 4.294 -2.585 -7.718  -0.34
O: 3.125 -2.599 -7.365  0.06
O: 4.653 -2.560 -8.875  0.09
H: 8.176 -1.754 -4.250  0.10
H: 5.821 -0.939 -3.640  0.08
H: 4.041 -1.338 -5.188  0.10
H: 7.054 -3.136 -7.947  0.13
H: 8.594 -2.683 -6.370  0.10
C: -2.789 0.793 -7.061  -0.05
C: -1.792 0.010 -6.509  -0.08
C: -1.066 -0.897 -7.258  -0.01
C: -1.328 -1.091 -8.625  -0.12
C: -2.440 -0.390 -9.150  -0.03
C: -3.121 0.471 -8.399  -0.09
N: -0.557 -2.052 -9.422  -0.30
O: -1.084 -2.472 -10.516  0.04
O: 0.342 -2.612 -8.855  0.08
H: -3.353 1.560 -6.551  0.06
H: -1.547 0.178 -5.471  0.11
H: -0.175 -1.384 -6.889  0.11
H: -2.870 -0.654 -10.105  0.12
H: -3.788 1.082 -8.989  0.11
C: 0.334 -6.287 3.470  -0.07
C: 1.258 -6.557 2.451  -0.05
C: 1.147 -5.943 1.186  0.02
C: 0.202 -4.901 1.073  -0.17
C: -0.634 -4.575 2.105  -0.01
C: -0.616 -5.270 3.340  -0.04
N: -0.024 -4.325 -0.275  -0.27
O: 0.248 -5.123 -1.235  0.03
O: -0.707 -3.305 -0.345  0.07
H: 0.397 -6.797 4.419  0.10
H: 1.911 -7.409 2.566  0.10
H: 1.750 -6.183 0.323  0.11
H: -1.434 -3.884 1.886  0.10
H: -1.312 -5.106 4.149  0.10
C: 1.718 -1.910 2.046  -0.05
C: 2.970 -2.471 1.731  -0.09
C: 3.837 -2.688 2.753  -0.01
C: 3.476 -2.406 4.083  -0.16
C: 2.266 -1.853 4.373  -0.03
C: 1.323 -1.593 3.358  -0.03
N: 4.378 -2.624 5.171  -0.31
O: 5.442 -3.281 5.089  0.06
O: 4.110 -1.975 6.185  0.03
H: 1.069 -1.691 1.211  0.08
H: 3.204 -2.839 0.742  0.08
H: 4.796 -3.049 2.411  0.11
H: 1.883 -1.822 5.383  0.12
H: 0.335 -1.289 3.671  0.10
C: 0.384 4.835 -3.085  -0.07
C: 1.266 4.606 -2.019  -0.03
C: 2.224 3.596 -2.253  0.00
C: 2.160 2.724 -3.372  -0.09
C: 1.282 3.059 -4.482  0.01
C: 0.466 4.169 -4.315  -0.08
N: 3.067 1.527 -3.539  -0.35
O: 2.787 0.759 -4.421  0.07
O: 4.094 1.419 -2.893  0.06
H: -0.506 5.410 -2.878  0.10
H: 1.208 5.133 -1.078  0.09
H: 3.012 3.381 -1.545  0.10
H: 1.218 2.508 -5.409  0.11
H: -0.203 4.482 -5.103  0.10
C: 6.546 4.169 4.746  -0.09
C: 7.428 3.858 3.722  -0.09
C: 7.011 4.190 2.476  -0.05
C: 5.709 4.675 2.122  -0.11
C: 4.816 4.930 3.212  0.03
C: 5.283 4.762 4.551  -0.06
N: 5.364 5.113 0.766  -0.29
O: 4.161 5.473 0.531  0.02
O: 6.200 4.872 -0.137  0.06
H: 6.800 3.869 5.751  0.09
H: 8.400 3.389 3.763  0.12
H: 7.683 3.884 1.688  0.11
H: 3.865 5.424 3.076  0.10
H: 4.645 5.004 5.389  0.06
C: 0.873 -0.290 -0.894  -0.06
C: -0.465 0.148 -0.817  -0.03
C: -0.749 1.097 0.182  0.00
C: 0.236 1.675 0.988  -0.13
C: 1.583 1.392 0.773  -0.01
C: 1.901 0.384 -0.155  -0.07
N: -0.138 2.633 2.087  -0.33
O: 0.658 3.523 2.344  0.04
O: -1.189 2.565 2.725  0.03
H: 1.180 -1.094 -1.546  0.08
H: -1.117 -0.364 -1.510  0.11
H: -1.779 1.341 0.401  0.08
H: 2.413 1.896 1.246  0.12
H: 2.932 0.087 -0.279  0.09
C: -7.093 -3.030 1.699  -0.07
C: -7.258 -1.825 2.379  -0.06
C: -6.173 -1.107 2.848  -0.03
C: -4.864 -1.497 2.581  -0.12
C: -4.743 -2.661 1.750  0.01
C: -5.828 -3.396 1.460  -0.12
N: -3.640 -0.700 2.867  -0.27
O: -3.608 0.520 3.143  0.04
O: -2.600 -1.397 2.935  0.03
H: -7.888 -3.645 1.305  0.12
H: -8.208 -1.442 2.720  0.11
H: -6.363 -0.276 3.512  0.11
H: -3.722 -2.961 1.564  0.11
H: -5.713 -4.376 1.022  0.12

Record 5
The following is a quantum chemistry calculation of an isolated molecule of C5H10O, from the OMol25 dataset.

## Properties
- E_tot: -271.70315 Eh
- Energy above the lowest of the compared OMol25 structures with the same formula, charge and spin: 129.9 kJ/mol
- SMILES: CC(C)[C@H]1CO1
- HOMO level: -10.180 eV

Each line ends with the Löwdin charge.
CARTESIAN COORDINATES (ANGSTROEM)
C: 0.104 -0.828 1.588  -0.08
C: -0.016 0.187 0.450  -0.39
C: 1.239 1.052 0.327  -0.06
C: -0.338 -0.527 -0.861  -0.28
C: -1.343 -0.006 -1.787  -0.12
O: 0.040 0.101 -2.079  -0.05
H: -0.735 -1.534 1.595  0.08
H: 0.128 -0.326 2.561  0.08
H: 1.029 -1.410 1.491  0.08
H: -0.863 0.847 0.674  0.13
H: 1.283 1.787 1.137  0.08
H: 1.246 1.582 -0.629  0.08
H: 2.144 0.435 0.376  0.08
H: -0.174 -1.607 -0.873  0.15
H: -1.909 -0.692 -2.414  0.11
H: -1.834 0.940 -1.555  0.12

Record 6
The following is a quantum chemistry calculation of the ion C4H9O with charge +1 at a distorted geometry, from the OMol25 dataset.

## Properties
- E_tot: -232.70763 Eh
- Energy above the lowest of the compared OMol25 structures with the same formula, charge and spin: 0.0 kJ/mol
- Charge: +1
- HOMO level: -17.182 eV

Each line ends with the Löwdin charge.
CARTESIAN COORDINATES (ANGSTROEM)
C: 0.581 -1.594 -0.177  0.12
C: -0.190 0.405 1.257  -0.04
C: -0.683 0.964 -0.049  -0.17
C: 0.120 0.382 -1.236  -0.11
O: -0.063 -1.011 -1.092  0.02
H: 0.261 -2.607 0.062  0.16
H: 1.595 -1.295 0.101  0.15
H: -0.028 -0.714 1.150  0.07
H: -0.927 0.502 2.050  0.11
H: 0.758 0.836 1.571  0.11
H: -0.555 2.047 -0.075  0.14
H: -1.741 0.739 -0.196  0.13
H: -0.303 0.684 -2.194  0.15
H: 1.176 0.661 -1.173  0.15